*A*
DFT (ωB97M-V with the def2-TZVPD basis set) results for a cluster of 2 separate species, C10H13NO3 in total.

Last column: natural (NBO) charge in e.
Cartesian coordinates (Å):
C: -1.87220 -1.07817 2.13004  -0.26
C: -0.41988 -1.26530 2.14010  -0.23
C: -2.33318 0.19504 2.19552  -0.13
C: 0.41482 -0.24198 2.16164  -0.23
C: -0.14429 0.72412 -0.18136  0.74
C: -1.51706 1.39633 2.17077  -0.51
C: -0.10299 1.06356 1.91128  0.01
C: 0.80226 -1.04310 -2.75962  -0.64
C: 1.16190 0.53839 -0.82734  -0.60
C: 1.14360 0.47957 -2.40108  -0.39
N: 0.74940 2.18667 1.94612  0.49
O: -1.25485 0.76548 -0.58789  -0.50
O: 1.93684 2.02536 1.59838  -0.46
O: 0.32132 3.29100 2.21514  -0.38
H: -2.69063 -1.81879 1.99772  0.23
H: -0.03258 -2.29556 2.07714  0.22
H: -3.41748 0.24381 2.12596  0.21
H: 1.48862 -0.33821 2.25375  0.25
H: -1.83478 1.99984 1.28906  0.25
H: -1.66279 2.07022 3.05525  0.26
H: 0.34792 -1.27537 -3.72169  0.22
H: -0.08778 -1.44542 -2.25855  0.22
H: 1.48143 -1.83249 -2.65482  0.21
H: 1.65245 -0.34140 -0.32051  0.27
H: 1.79449 1.38515 -0.43615  0.30
H: 0.28264 0.98981 -2.80006  0.22
H: 2.11345 1.02630 -2.76761  0.23

LUMO level = -0.008 Ha
E_HOMO = -7.8462 eV

***

*B*
DFT (ωB97M-V with the def2-TZVPD basis set) results for the molecule C10H13NO3.

Last column: natural (NBO) charge in e.
Cartesian coordinates (Å):
C: -2.53831 -1.93559 0.07879  0.58
C: 1.37782 -1.07305 2.26417  0.71
C: -3.28229 -2.40597 -0.96465  -0.56
C: -2.25148 -1.77523 2.32439  0.04
C: 0.97592 -0.89207 0.80609  -0.35
C: -0.56499 -0.72936 0.86298  0.09
C: -0.94615 -1.36888 2.20773  0.09
C: 0.90859 2.32565 -1.28513  -0.61
C: 1.56192 0.50982 0.46929  -0.38
C: 1.38960 0.83178 -1.13421  -0.40
N: 0.20953 -1.35569 2.99389  -0.62
O: 2.47897 -1.05389 2.69628  -0.55
O: -3.16241 -1.75344 1.24753  -0.47
O: -1.28945 -1.36956 -0.18291  -0.51
H: -4.24803 -2.61896 -0.62532  0.21
H: -2.89535 -2.61452 -1.93073  0.22
H: -2.69097 -2.11224 3.24925  0.20
H: 1.15323 -1.59816 0.08981  0.25
H: -0.79294 0.30519 0.83748  0.19
H: 1.38405 2.84404 -0.44545  0.20
H: -0.08782 2.48132 -0.99054  0.21
H: 1.11547 2.70485 -2.30165  0.22
H: 1.24772 1.39526 1.12011  0.20
H: 2.56492 0.44701 0.68114  0.21
H: 2.34425 0.48291 -1.43360  0.21
H: 0.63775 0.25357 -1.58272  0.20
H: 0.13340 -1.71070 3.94484  0.42

LUMO level = 0.027 Ha
SMILES string = C=C1OC=C2NC(=O)[C@H](CCC)[C@H]2O1
E_HOMO = -8.1704 eV

***

Which is most stable, and by how much? *B*, by 0.1183 hartree.

***

*A*
DFT (ωB97M-V with the def2-TZVPD basis set) results for a cluster of 13 separate species, C6H35NO12 in total.

Last column: natural (NBO) charge in e.
Cartesian coordinates (Å):
C: 2.12617 -1.73061 2.24309  -0.44
N: 2.48522 -1.43618 0.68987  -0.61
C: 2.23816 -0.19942 0.14070  0.13
C: 3.06967 0.49853 -0.65434  -0.51
C: -1.41825 0.96112 0.24767  -0.66
C: -0.06839 0.60459 -0.37099  -0.18
C: 0.95654 0.51805 0.39994  -0.22
H: 1.64675 -2.73852 2.37262  0.21
H: 1.69157 -0.91661 2.87118  0.23
H: 3.06133 -1.97987 2.81059  0.20
H: 3.37882 -1.72525 0.54675  0.37
H: 2.89705 1.50218 -1.01505  0.20
H: 3.99126 0.06325 -1.12658  0.19
H: -2.21154 0.57991 -0.34405  0.24
H: -1.26783 0.54072 1.32798  0.23
H: -1.61178 2.03444 0.54421  0.19
H: -0.20870 0.31248 -1.37098  0.19
H: 0.83760 0.84047 1.51945  0.20
H: -2.23481 1.97468 -1.52097  0.48
H: -2.93087 2.48458 -2.77373  0.48
O: -3.10763 1.93700 -1.99389  -0.96
H: 2.89061 3.53313 1.87680  0.46
H: 2.41905 2.24702 1.99138  0.48
O: 2.77326 2.83133 1.30626  -0.94
H: 1.56858 2.76507 3.77729  0.46
H: 0.19818 2.63148 3.28070  0.49
O: 1.05657 2.25313 3.32980  -0.93
H: -3.82204 -0.40777 -1.86004  0.47
H: -3.18272 -1.76951 -1.88694  0.49
O: -4.06504 -1.32099 -1.82388  -0.99
H: -1.80872 3.50987 -0.20904  0.45
H: -0.56573 3.92860 -1.02788  0.49
O: -1.52805 3.97853 -1.08178  -0.96
H: -0.94097 -2.51226 -1.98236  0.51
H: -1.73829 -2.52852 -3.32930  0.49
O: -1.61234 -1.99130 -2.50004  -0.99
H: 0.24002 -0.60876 -2.99558  0.48
H: 1.52333 -0.89062 -2.51545  0.49
O: 0.86915 -1.27668 -3.11044  -0.94
H: -1.20825 -1.75910 3.87983  0.49
H: -0.62169 -0.24214 3.99143  0.47
O: -0.42986 -1.25977 4.22764  -0.96
H: 0.66096 -2.91308 -3.49570  0.50
H: 1.13176 -3.46544 -2.22804  0.45
O: 0.78171 -3.83820 -3.01975  -0.97
H: 1.44579 3.06307 -1.63889  0.48
H: 1.36142 3.31104 -0.15976  0.49
O: 1.16190 3.76435 -0.90928  -0.94
H: -3.31297 -1.49218 0.86194  0.49
H: -3.66982 -0.84250 2.09550  0.46
O: -3.00679 -1.41806 1.85524  -0.95
H: -0.58154 -3.19053 0.03084  0.47
H: -0.31054 -4.43108 -0.71946  0.48
O: -0.99726 -3.78368 -0.55453  -0.93

LUMO level = -0.015 Ha
E_HOMO = -8.7466 eV

***

*B*
DFT (ωB97M-V with the def2-TZVPD basis set) results for a cluster of 12 separate species, C6H35NO12 in total.

Last column: natural (NBO) charge in e.
Cartesian coordinates (Å):
O: -1.07916 2.62550 1.35065  -0.69
C: -1.36550 1.94055 0.38552  0.55
N: -0.57754 0.91605 -0.01615  -0.59
C: 0.80731 0.71940 0.33085  -0.08
C: 0.92954 -0.68127 0.96347  -0.40
C: 2.08719 -0.89665 1.96987  -0.40
C: 2.33211 -2.38040 2.17804  -0.62
C: 1.66567 1.00506 -0.91220  -0.61
H: -2.34034 1.96853 -0.10836  0.13
H: -0.81870 0.54180 -0.93480  0.40
H: 1.09591 1.45756 1.10820  0.23
H: 0.03750 -1.09690 1.42852  0.22
H: 1.10366 -1.43118 0.14956  0.19
H: 1.89058 -0.37432 2.92133  0.20
H: 2.97652 -0.50689 1.49995  0.20
H: 3.18964 -2.68790 1.56974  0.21
H: 1.50790 -3.03476 1.88329  0.21
H: 2.64241 -2.66691 3.18124  0.21
H: 2.65254 0.49767 -0.84306  0.22
H: 1.75717 2.07289 -1.19305  0.23
H: 1.18469 0.51022 -1.74937  0.19
H: -2.94158 -0.96813 -0.87545  0.48
H: -3.98065 -1.89602 -1.45647  0.49
O: -3.06333 -1.88113 -1.14546  -0.96
H: -0.14271 -3.58544 -0.77495  0.47
H: 0.03621 -4.69518 -1.76399  0.48
O: 0.39609 -4.37027 -0.93068  -0.94
H: -1.71443 -1.85027 -2.37538  0.51
H: -0.48593 -2.84134 -2.92200  0.49
O: -0.99080 -2.02998 -3.00239  -1.03
H: 2.02150 3.95785 2.10693  0.49
H: 0.35845 3.92429 1.96445  0.52
O: 1.21218 4.31915 1.75201  -1.00
H: 0.61370 4.57387 -0.16303  0.51
H: -0.92370 4.15440 0.14126  0.48
O: -0.27835 4.44360 -0.50658  -1.01
H: -4.91478 0.41559 -0.79988  0.47
H: -3.76738 1.10424 -1.33744  0.48
O: -4.29672 0.31608 -1.55076  -0.95
H: 0.31205 2.31383 4.44616  0.49
H: -1.18069 2.36998 3.88288  0.50
O: -0.35634 1.87646 3.91211  -0.95
H: 2.30938 -4.15503 -2.35505  0.47
H: 2.07778 -2.98687 -3.38182  0.50
O: 1.79859 -3.90486 -3.12955  -1.00
H: 1.17030 -1.10281 -3.20931  0.48
H: 0.71763 -1.61809 -4.51166  0.49
O: 1.53359 -1.50089 -4.00787  -0.94
H: -1.45734 2.99800 -2.10444  0.51
H: -2.61514 2.76359 -3.10566  0.49
O: -2.25963 2.47480 -2.25892  -0.99
H: -0.54641 0.40143 4.64712  0.49
H: 0.11088 -1.05413 4.55720  0.46
O: -0.43152 -0.46477 5.09539  -0.99

LUMO level = 0.000 Ha
SMILES string = CCC[C@@H](C)NC=O.O.O.O.O.O.O.O.O.O.O.O
E_HOMO = -10.3422 eV

***

Which is most stable, and by how much? *B*, by 0.1815 hartree.